Entry 1:
Density functional theory data (ωB97M-V/def2-TZVPD) for a molecular structure, C9H11F6N5OPPd at a distorted geometry.

```
34
Properties=species:S:1:pos:R:3:forces:R:3:mulliken_charge:R:1
Pd 0.569 0.034 -0.274 0.00 -0.41 -0.19 0.4462
N -2.873 0.237 -2.689 0.05 -0.02 0.02 0.1399
C -1.589 0.577 -2.705 -0.22 -0.03 0.06 -0.1722
N -1.172 0.613 -1.445 0.53 0.26 -0.35 -0.2132
C -2.261 0.253 -0.715 -0.10 0.02 0.10 0.6251
N -3.318 0.019 -1.437 -0.06 -0.01 -0.06 -0.6222
C -2.133 0.161 0.732 -0.48 0.08 0.13 0.4085
C -3.199 -0.059 1.601 0.16 0.05 -0.01 -0.3243
N -3.024 -0.076 2.913 -0.21 -0.03 0.05 -0.4338
C -1.812 0.147 3.399 0.03 0.02 -0.30 -0.4117
C -0.730 0.367 2.550 0.15 -0.04 0.28 -0.1908
N -0.906 0.353 1.232 0.99 0.20 -0.35 0.0897
H -3.507 0.116 -3.470 0.02 0.03 -0.01 0.2200
H -1.008 0.790 -3.588 -0.03 -0.03 -0.03 0.4829
H -4.193 -0.217 1.200 -0.02 -0.03 0.05 0.4824
H -1.687 0.147 4.474 0.03 0.02 -0.01 0.3943
H 0.263 0.552 2.934 0.01 -0.08 0.01 0.4819
C 1.686 3.109 0.054 -0.12 0.28 -0.04 -0.5181
O 2.591 1.985 0.423 -0.05 0.42 -0.17 -0.2242
C 2.342 0.786 0.366 -1.06 -0.79 0.33 0.9982
C 3.311 -0.253 0.712 0.35 0.00 0.07 -0.9514
H 1.561 3.698 0.956 0.06 -0.09 0.09 0.3019
H 0.744 2.723 -0.319 0.00 -0.08 0.01 0.2560
H 2.219 3.679 -0.699 0.10 -0.09 -0.02 0.3216
H 4.164 0.185 1.233 -0.01 0.06 -0.04 0.3956
H 3.647 -0.725 -0.222 -0.04 0.02 -0.02 0.3393
H 2.844 -1.051 1.289 -0.02 0.02 0.01 0.3152
F 1.690 -1.109 -1.692 -0.03 0.62 0.10 -0.4940
P 1.072 -2.740 -1.278 -0.57 -0.32 0.59 1.3869
F 1.065 -3.119 -2.775 0.22 0.10 -0.03 -0.2930
F 1.065 -2.016 0.336 0.12 -0.17 -0.01 -0.4288
F 2.545 -3.155 -0.990 0.07 0.13 -0.19 -0.2925
F 0.415 -4.015 -0.702 0.15 -0.09 -0.02 -0.2954
F -0.379 -1.996 -1.405 -0.03 -0.04 -0.05 -0.2203
```
Forces are in eV/Å.

The net charge is +2. Its expectation value of S² is 0.753. As for the HOMO-LUMO gap (spin up / spin down): 0.2354 / 0.2343 Ha. The value obtained for the LUMO energy (spin up / spin down) is -10.6 / -10.6 eV. As for the spin multiplicity: 2.

Entry 2:
Density functional theory data (ωB97M-V/def2-TZVPD) for C9H11I2NOS in the gas phase at a distorted geometry.

```
25
Properties=species:S:1:pos:R:3:forces:R:3:nbo_charge:R:1
C -0.645 0.618 0.336 0.61 -1.95 -0.14 0.1703
C 0.464 0.929 0.929 0.74 0.35 0.12 0.0444
C 2.791 0.061 1.567 0.34 -0.08 0.87 0.6574
C 3.194 -1.298 1.020 -0.08 -0.43 -1.39 -0.3960
C 1.839 -1.203 0.183 1.10 -0.37 2.53 -0.1854
C -0.650 -2.027 -0.349 0.20 0.08 1.40 -0.2997
C -1.968 1.079 0.108 -1.30 0.79 -0.97 -0.7337
C 0.735 2.252 1.593 -0.72 0.61 0.39 -0.6469
C -0.545 -1.946 -1.814 0.17 0.49 -2.89 -0.7813
N 1.568 0.045 0.975 -0.37 -1.48 -1.81 -0.4310
O 3.327 0.876 2.254 0.47 0.33 0.42 -0.5651
S 0.808 -2.646 0.557 -1.13 1.11 -0.88 0.2600
I 4.944 -1.292 -0.244 -0.21 0.20 0.19 0.0990
I -2.523 -2.708 0.453 0.91 0.24 -0.34 0.1744
H 3.383 -2.206 1.605 -0.53 0.69 0.34 0.2642
H 2.160 -1.108 -0.833 -0.78 0.43 -0.81 0.2247
H -2.042 1.398 -0.976 -0.35 0.04 1.25 0.2316
H -2.346 1.838 0.843 0.49 -0.21 -0.75 0.2347
H -2.641 0.236 0.243 -0.32 -0.17 -0.11 0.2483
H 1.803 2.465 1.378 -0.80 0.38 0.81 0.2520
H 0.430 2.143 2.666 1.09 0.17 -0.60 0.2333
H 0.061 3.081 1.250 0.70 -0.88 -0.20 0.2244
H 0.058 -1.057 -2.141 0.52 -1.01 0.62 0.2422
H -1.463 -1.531 -2.324 0.26 -1.28 0.74 0.2427
H -0.130 -2.916 -2.360 -1.01 1.95 1.18 0.2355
```
Forces are in eV/Å.

The net charge is 0. As for the HOMO-LUMO gap (spin up / spin down): 0.2869 / 0.2933 Ha. The value obtained for the LUMO energy (spin up / spin down) is -0.6 / -0.2 eV. As for the spin multiplicity: 1.

Entry 3:
Density functional theory data (ωB97M-V/def2-TZVPD) for a gas-phase ion, C9H11IN3O (charge +1) at a distorted geometry.

```
25
Properties=species:S:1:pos:R:3:forces:R:3:nbo_charge:R:1
N -2.675 0.946 1.435 -0.44 1.30 -0.03 -0.8524
C -1.877 0.136 2.285 1.29 -0.04 0.75 -0.2157
C -0.408 0.692 2.259 -0.53 -1.44 -0.57 -0.2365
N 0.122 0.511 0.882 0.80 -1.22 -1.13 -0.3829
C 0.268 1.381 -0.047 -2.78 1.76 0.92 0.3116
I -0.208 3.393 0.438 0.39 -0.32 -0.51 0.2960
C 0.411 1.147 -1.520 1.68 -2.55 0.81 -0.3205
N 0.966 -0.214 -1.685 -0.31 0.64 -1.64 -0.3059
C 1.507 -0.577 -2.928 -0.65 0.10 3.42 -0.0050
C 2.012 -1.853 -2.739 -0.33 -1.29 0.82 -0.2599
C 1.697 -2.279 -1.372 0.58 0.72 -1.41 -0.1624
C 1.056 -1.224 -0.762 0.01 0.68 -0.68 -0.0800
C 0.596 -1.037 0.573 -0.46 0.76 0.24 0.7221
O 0.506 -1.767 1.488 0.09 -0.20 0.22 -0.4522
H -3.417 0.369 1.108 -0.89 0.06 -0.40 0.3786
H -3.058 1.764 1.925 0.06 -0.54 -0.41 0.3728
H -1.832 -0.827 1.786 -0.03 -0.40 0.54 0.2065
H -2.266 0.035 3.344 0.76 -0.01 -1.02 0.2130
H -0.360 1.706 2.541 0.06 1.11 0.19 0.2286
H 0.250 0.116 2.870 0.28 -0.41 0.63 0.2475
H -0.452 1.258 -2.192 -0.13 0.43 0.91 0.2878
H 1.243 1.737 -1.827 0.23 1.22 -0.47 0.2590
H 1.443 0.291 -3.566 0.52 -0.81 -1.08 0.2341
H 2.489 -2.534 -3.451 -0.18 0.68 0.24 0.2594
H 1.988 -3.170 -0.842 -0.02 -0.22 -0.33 0.2565
```
Forces are in eV/Å.

The net charge is +1. As for the HOMO-LUMO gap: 0.3034 Ha. The SMILES is NCC[N+]1=C(I)Cn2cccc2C1=O. The value obtained for the LUMO energy is -4.7 eV. As for the spin multiplicity: 1.

Entry 4:
Density functional theory data (ωB97M-V/def2-TZVPD) for a gas-phase ion, C9H11N2 (charge +1) at a distorted geometry.

```
22
Properties=species:S:1:pos:R:3:forces:R:3:nbo_charge:R:1
C 2.093 -1.053 0.267 1.73 0.87 0.09 0.0363
C 3.415 -0.825 0.947 -1.27 0.23 -0.10 0.1383
C 3.540 1.221 -0.346 -0.13 -1.07 1.76 0.4708
C 2.842 2.122 -0.950 -0.37 1.38 -1.29 -0.5302
C -2.332 0.459 0.293 0.73 1.54 -1.72 -0.4176
C -2.503 -1.060 0.318 -1.01 0.19 -0.98 -0.4529
C -0.792 0.686 0.339 -1.14 -0.81 0.07 -0.2000
C -1.173 -1.698 0.231 1.76 0.19 2.21 -0.1980
C 1.059 -0.659 -0.244 2.15 -1.54 1.25 0.0221
N 3.834 0.283 0.394 -0.42 0.07 -1.72 -0.3900
N -0.286 -0.583 -0.369 -1.49 0.48 -0.29 -0.4029
H 2.922 3.196 -1.025 0.77 0.10 0.56 0.2714
H 2.114 1.822 -1.702 0.03 -0.70 0.23 0.2498
H -2.752 0.918 -0.656 0.28 -0.55 1.22 0.2306
H -2.746 0.978 1.150 -0.31 -0.05 -0.01 0.2515
H -3.083 -1.341 1.197 0.02 -0.47 -0.43 0.2628
H -2.901 -1.385 -0.627 -1.57 0.12 -0.03 0.2336
H -0.342 1.600 -0.158 -0.52 -1.15 1.11 0.2600
H -0.579 0.399 1.392 0.85 1.19 -0.63 0.2340
H -0.891 -1.992 1.265 0.96 0.74 -0.65 0.2427
H -0.981 -2.575 -0.331 -0.43 -0.71 -0.94 0.2426
H -0.456 -0.513 -1.384 -0.64 -0.04 0.30 0.4450
```
Forces are in eV/Å.

The net charge is +1. As for the HOMO-LUMO gap: 0.3000 Ha. The value obtained for the LUMO energy is -4.2 eV. As for the spin multiplicity: 1.

Entry 5:
Density functional theory data (ωB97M-V/def2-TZVPD) for 2 unconnected molecules or ions with the total composition C9H11N2 at a distorted geometry.

```
22
Properties=species:S:1:pos:R:3:forces:R:3:nbo_charge:R:1
C 1.043 0.407 -3.011 -0.15 1.69 -2.11 -0.1268
C -0.257 0.871 -2.855 -1.01 0.36 -0.57 -0.1893
C 1.660 -0.412 -2.117 0.94 -1.16 -0.02 -0.2013
C -1.044 0.421 -1.814 -1.39 1.55 -0.20 -0.1658
C 0.948 -0.755 -1.001 -0.79 0.20 0.95 -0.0184
C -0.396 -0.308 -0.811 0.44 -0.54 0.02 0.0906
C -1.640 1.646 1.769 0.25 0.89 -1.43 -0.4868
C 1.244 -1.481 0.255 3.71 -1.83 0.56 -0.2938
C 0.092 -1.332 2.419 -2.07 -0.15 -0.42 0.0239
N 0.134 -1.146 1.121 0.88 -0.82 1.07 -0.0950
N -0.886 -0.656 0.421 -1.01 0.81 -0.31 -0.1141
H 1.551 0.783 -3.923 -0.04 -0.54 0.82 0.2434
H -0.682 1.592 -3.600 0.44 -0.93 0.78 0.2492
H 2.635 -0.798 -2.414 -0.08 0.04 0.66 0.2494
H -2.098 0.825 -1.792 1.27 -0.87 0.50 0.2592
H -2.673 1.794 1.381 0.97 -0.29 0.46 0.1905
H -0.804 2.004 1.082 -1.19 -0.55 1.29 0.1738
H 1.348 -2.609 0.191 -0.83 1.03 -0.35 0.2775
H 2.260 -1.314 0.751 -1.37 0.61 -0.58 0.2697
H -1.488 1.526 2.840 0.06 0.01 -0.36 0.1778
H -0.924 -1.131 2.806 0.85 0.09 0.10 0.2403
H 0.833 -1.821 3.058 0.13 0.37 -0.84 0.2459
```
Forces are in eV/Å.

The net charge is +1. As for the HOMO-LUMO gap (spin up / spin down): 0.2043 / 0.2926 Ha. The value obtained for the LUMO energy (spin up / spin down) is -6.3 / -4.6 eV. As for the spin multiplicity: 1.

Entry 6:
Density functional theory data (ωB97M-V/def2-TZVPD) for a gas-phase ion, C9H11N2 (charge +1) at a distorted geometry.

```
22
Properties=species:S:1:pos:R:3:forces:R:3:nbo_charge:R:1
C -4.115 -1.266 1.439 0.92 2.32 1.44 -0.4221
C -2.848 -1.169 1.302 3.35 2.27 -2.58 0.1987
C -1.501 -0.853 1.129 -2.66 -0.94 2.73 0.0562
C -0.743 -1.478 2.229 3.68 -0.09 -0.54 -0.6657
N -0.946 -0.008 0.184 2.20 0.57 -0.47 -0.3886
C 0.215 0.569 -0.336 -1.49 -1.10 0.78 0.4550
N -0.092 0.844 -1.680 -1.29 0.02 -1.61 -0.4448
C 0.991 1.059 -2.324 -0.68 -0.49 1.89 0.1162
C 2.118 1.132 -1.382 -2.25 -0.18 3.43 0.1222
C 3.376 1.367 -1.978 2.44 -0.29 -0.89 -0.6913
C 1.609 0.860 -0.075 0.35 0.01 -2.10 -0.3333
H -4.669 -2.090 1.335 -1.86 -3.35 -1.22 0.2494
H -4.677 -0.525 1.987 0.19 0.59 0.18 0.2614
H 0.081 -2.173 1.728 -1.72 1.02 1.72 0.2429
H -0.279 -0.762 2.905 1.11 0.79 -0.75 0.2417
H -1.320 -1.817 3.058 -1.05 -1.70 -0.35 0.2695
H -1.615 0.226 -0.493 -1.37 0.28 -1.44 0.4473
H 1.122 1.122 -3.389 -0.45 0.24 -0.27 0.2290
H 4.004 2.239 -1.770 -0.51 0.10 0.40 0.2841
H 3.181 1.341 -3.052 0.71 0.04 0.03 0.2320
H 3.996 0.508 -1.696 0.30 0.02 -0.29 0.2742
H 2.113 0.872 0.877 0.07 -0.14 -0.10 0.2661
```
Forces are in eV/Å.

The net charge is +1. As for the HOMO-LUMO gap (spin up / spin down): 0.2294 / 0.2494 Ha. The SMILES is C=C=C(C)NC1=[N+]=CC(C)=C1. The value obtained for the LUMO energy (spin up / spin down) is -6.3 / -6.1 eV. As for the spin multiplicity: 1.

Entry 7:
Density functional theory data (ωB97M-V/def2-TZVPD) for a gas-phase ion, C9H11N2O3 (charge +1) at a distorted geometry.

```
25
Properties=species:S:1:pos:R:3:forces:R:3:nbo_charge:R:1
O 1.500 -0.486 2.825 -0.22 -3.97 0.12 -0.6853
C 1.564 0.644 2.128 0.91 1.84 -2.02 0.2220
N 0.332 0.830 1.327 1.15 -1.36 -2.85 -0.5734
C 0.245 0.193 0.118 1.29 0.98 2.69 0.5110
C -0.961 0.029 -0.609 -0.47 -0.67 0.40 -0.1599
C -0.951 -0.170 -1.984 -0.37 1.82 -1.04 -0.2062
C -2.169 -0.385 -2.606 -0.23 -2.09 0.33 -0.1767
C -3.240 -0.831 -1.792 0.99 1.07 1.03 -0.1374
C -3.195 -0.709 -0.383 -1.06 -0.43 -0.22 -0.1886
C -2.050 -0.282 0.214 0.14 0.98 -1.28 -0.1676
N 1.241 -0.513 -0.350 -0.29 0.71 -0.13 -0.2274
O 2.529 -0.502 0.067 0.71 -2.71 -1.16 -0.3254
C 2.939 0.486 0.868 -1.13 2.29 4.82 0.3406
O 3.102 1.688 0.256 -1.09 0.29 -0.18 -0.7004
H 1.381 -1.356 2.270 0.47 2.60 1.33 0.4924
H 1.527 1.521 2.863 0.96 -1.19 -1.19 0.2228
H -0.413 1.458 1.536 -0.23 0.46 0.40 0.4339
H -0.116 0.103 -2.675 -0.43 -0.27 1.05 0.2393
H -2.135 -0.478 -3.699 -0.59 0.11 0.55 0.2446
H -4.122 -1.257 -2.159 -1.14 -0.26 -1.04 0.2345
H -4.044 -0.927 0.310 0.56 -0.09 -1.18 0.2460
H -2.011 -0.099 1.258 0.13 -0.16 0.77 0.2271
H 1.103 -0.907 -1.263 0.43 -0.43 -0.23 0.4319
H 3.913 0.173 1.370 -1.60 -0.13 -0.48 0.2061
H 4.029 1.776 0.111 1.09 0.59 -0.49 0.4956
```
Forces are in eV/Å.

The net charge is +1. As for the HOMO-LUMO gap: 0.3514 Ha. The SMILES is O[C@@H]1[NH+]=C(c2ccccc2)NO[C@H]1O. The value obtained for the LUMO energy is -3.8 eV. As for the spin multiplicity: 1.

Entry 8:
Density functional theory data (ωB97M-V/def2-TZVPD) for 2 unconnected molecules or ions with the total composition C9H11N3 at a distorted geometry.

```
23
Properties=species:S:1:pos:R:3:forces:R:3:nbo_charge:R:1
H -1.716 -2.757 1.112 1.18 -0.82 -1.70 0.3208
N -1.165 -3.061 0.220 -2.68 -0.23 2.06 -0.6060
C -0.155 -2.349 0.100 1.62 1.91 -0.31 0.1442
C 0.345 -1.232 0.907 0.48 -0.39 -0.39 -0.2206
C 1.606 -0.601 0.841 1.27 0.71 -0.20 -0.2751
C 1.626 0.448 1.757 0.13 -3.21 -2.26 -0.0844
N 0.457 0.413 2.389 -0.51 1.19 0.51 -0.4864
C -0.316 -0.520 1.824 -5.16 -0.40 2.73 -0.0181
H 0.461 -2.407 -0.778 0.28 -0.84 -0.69 0.1638
H 2.434 -0.818 0.165 -0.35 -0.07 0.22 0.2230
H 2.366 1.142 1.802 1.76 1.94 0.85 0.2127
H 0.204 1.025 3.134 -0.36 0.22 0.15 0.4164
H -1.428 -0.592 2.185 2.41 -0.06 -0.76 0.2092
N -2.476 -1.162 -2.149 -0.05 0.12 -0.47 -0.6374
C -1.733 -0.323 -1.668 -1.39 -0.12 -0.71 0.4293
C -1.079 0.773 -1.566 1.31 0.45 0.59 -0.2555
C 0.325 1.186 -1.775 0.77 0.26 0.55 -0.3883
C -0.629 2.053 -1.022 0.49 0.20 1.62 -0.3877
H -2.619 -2.067 -1.750 0.16 -0.50 0.70 0.3897
H 0.494 1.612 -2.722 0.58 0.08 -1.28 0.2045
H 1.217 0.809 -1.249 -0.85 -0.21 -0.30 0.2231
H -0.429 2.253 0.030 -0.18 -0.85 0.20 0.2084
H -0.816 3.011 -1.427 -0.91 0.63 -1.08 0.2144
```
Forces are in eV/Å.

The net charge is 0. As for the HOMO-LUMO gap: 0.3230 Ha. The SMILES is [H]/N=C\c1cc[nH]c1.N=C=C1CC1. The value obtained for the LUMO energy is 0.6 eV. As for the spin multiplicity: 1.